One molecule with the formula C3H5IS. Source: the Open Molecules 2025 dataset; level of theory: the ωB97M-V functional and the def2-TZVPD basis.

```
10
Properties=species:S:1:pos:R:3:forces:R:3
C 1.4792 0.5560 -0.2181 0.3 -1.9 -0.4
C 0.0622 0.1604 0.0542 0.6 2.1 -1.1
C -0.4132 -1.0343 0.2032 -5.0 1.8 1.3
S -2.4109 -1.3414 0.7495 2.5 0.7 -1.0
I -3.4234 0.5743 -0.1997 0.0 -0.1 0.1
H 2.0617 -0.4425 -0.1256 0.0 2.3 -0.3
H 1.4676 1.0048 -1.2639 0.6 -0.6 1.3
H 1.6591 1.3487 0.5370 0.7 -0.6 -0.5
H -0.4099 1.1527 -0.0655 -1.4 -1.2 0.6
H -0.0724 -1.9788 0.3290 1.7 -2.4 0.1
```
Forces are in eV/Å.

Computed properties:
multiplicity = 1
HOMO-LUMO gap = 8.135 eV
structure (SMILES) = C/C=C/SI
LUMO = -0.35 eV
energy relative to the best compared isomer or geometry (same formula, charge and spin) = 101.4 kJ/mol
energy = -813.1147 hartree

***

One molecule with the formula C3H6N2O. Source: the Open Molecules 2025 dataset; level of theory: the ωB97M-V functional and the def2-TZVPD basis.

```
12
Properties=species:S:1:pos:R:3:forces:R:3
C -1.5931 1.1693 0.0851 1.2 -0.5 1.5
N -0.0686 1.2799 0.0129 0.2 -1.0 -0.5
C 0.6842 0.2418 -0.0404 0.0 -1.4 0.3
C 0.4680 -1.2677 -0.0077 -1.5 -0.6 0.0
N 2.1898 0.5020 -0.1849 1.6 2.2 0.0
O 3.0827 -0.3290 -0.2638 -3.3 0.4 0.3
H -2.1353 1.7485 -0.6872 0.9 -0.5 0.0
H -1.8266 0.0853 0.1101 -0.5 0.8 -0.2
H -1.9523 1.6383 1.0616 0.8 -0.7 -1.1
H 1.2365 -1.7739 -0.6165 -0.1 0.3 0.5
H 0.4102 -1.7561 1.0100 0.4 0.9 -0.9
H -0.4956 -1.5384 -0.4791 0.3 0.2 0.2
```
Forces are in eV/Å.

Computed properties:
multiplicity = 1
HOMO-LUMO gap (alpha / beta) = 8.040 / 8.030 eV
structure (SMILES) = C/N=C(\C)N=O
LUMO (alpha / beta) = -0.74 / -0.72 eV
energy relative to the best compared isomer or geometry (same formula, charge and spin) = 451.2 kJ/mol
energy = -302.5212 hartree

***

An isolated ion of composition C6H8NO2S and charge -1. Source: the Open Molecules 2025 dataset; level of theory: the ωB97M-V functional and the def2-TZVPD basis.

```
18
Properties=species:S:1:pos:R:3:forces:R:3
C 0.3077 0.7870 -0.5942 1.6 0.6 -2.6
C -1.1588 0.3222 -0.7482 1.8 1.1 3.1
C -1.7685 0.3057 -1.9860 -1.3 -0.9 -4.4
C -1.1268 -0.9580 0.0682 0.4 0.3 0.2
C -0.4049 -0.5746 1.3545 2.9 0.5 -2.2
C 0.6769 0.4818 0.8258 1.5 1.1 2.3
N -2.2326 0.1956 -3.0489 0.5 0.4 1.6
O 2.6159 -0.9919 -0.5070 -0.4 0.1 0.1
O 3.3925 0.8369 0.9665 -0.1 0.1 0.0
S 2.5172 -0.3591 0.8438 -0.6 0.2 0.2
H 0.6443 1.8113 -1.1050 -1.1 -2.0 1.5
H -1.7291 0.9800 -0.1228 -0.7 0.8 0.3
H -2.1504 -1.1521 0.3077 -0.6 -1.4 -0.2
H -0.4739 -1.6655 -0.4401 -0.8 -0.6 -0.2
H -1.0314 -0.0192 1.9535 -1.6 0.7 1.9
H 0.0967 -1.4371 1.8340 -0.4 0.5 0.0
H 0.9076 1.4259 1.5687 -0.9 -2.3 -1.8
H 0.9177 0.0110 -1.1704 -0.5 0.9 0.2
```
Forces are in eV/Å.

Computed properties:
multiplicity = 1
HOMO-LUMO gap = 6.978 eV
charge = -1
LUMO = 3.55 eV
energy relative to the best compared isomer or geometry (same formula, charge and spin) = 107.0 kJ/mol
energy = -836.8544 hartree

***

A 2-piece molecular cluster, ClH2NOS overall. Source: the Open Molecules 2025 dataset; level of theory: the ωB97M-V functional and the def2-TZVPD basis.

```
6
Properties=species:S:1:pos:R:3:forces:R:3
N 3.9633 -1.6201 2.0529 0.4 -2.0 0.4
O 0.2323 0.2559 -0.0945 1.3 -3.6 0.7
S 3.6223 -0.2587 1.9041 -0.1 2.2 -1.0
Cl 4.2082 0.6117 -0.0636 -0.3 -0.1 0.6
H 0.6633 1.0589 0.1391 0.7 0.9 0.3
H 0.8760 -0.5192 0.2039 -2.1 2.7 -1.0
```
Forces are in eV/Å.

Computed properties:
multiplicity = 1
HOMO-LUMO gap = 9.043 eV
LUMO = -1.92 eV
energy relative to the best compared isomer or geometry (same formula, charge and spin) = 110.1 kJ/mol
energy = -989.5056 hartree

***

One molecule with the formula C4H9NO. Source: the Open Molecules 2025 dataset; level of theory: the ωB97M-V functional and the def2-TZVPD basis.

```
15
Properties=species:S:1:pos:R:3:forces:R:3
C 1.6518 0.8497 0.5564 -0.2 0.1 0.0
C 0.9748 -0.1887 -0.3486 -0.1 -0.1 0.0
N -0.4809 -0.3936 -0.1090 0.5 -0.4 0.2
C -1.5459 0.5379 -0.4700 -0.4 0.4 -0.2
C -0.8956 -1.4764 0.6092 -0.3 0.0 0.0
O -2.0598 -1.6846 0.9013 0.4 -0.2 0.1
H 1.5711 0.5661 1.6113 -0.1 0.0 -0.2
H 2.7234 0.9608 0.3266 -0.4 -0.2 -0.1
H 1.1842 1.8277 0.4249 0.0 0.0 0.1
H 1.4951 -1.1512 -0.1956 -0.5 0.2 0.0
H 1.1715 0.0621 -1.4006 -0.4 0.0 0.2
H -2.5417 0.0609 -0.3684 0.9 -0.1 0.0
H -1.4660 0.8600 -1.5120 0.3 0.1 0.2
H -1.5938 1.4075 0.2021 0.3 -0.1 -0.2
H -0.0839 -2.1722 0.9069 -0.1 0.2 -0.1
```
Forces are in eV/Å.

Computed properties:
multiplicity = 1
HOMO-LUMO gap = 10.256 eV
structure (SMILES) = CCN(C)C=O
LUMO = 0.90 eV
energy relative to the best compared isomer or geometry (same formula, charge and spin) = 81.0 kJ/mol
energy = -287.8016 hartree

***

C32H20AgF5N5O2S2 as an isolated structure. Source: the Open Molecules 2025 dataset; level of theory: the ωB97M-V functional and the def2-TZVPD basis.

```
67
Properties=species:S:1:pos:R:3:forces:R:3
Ag 0.1248 0.2116 0.3022 0.1 -0.4 0.4
C 6.5853 -2.3431 -1.1871 0.2 1.6 -0.1
C 6.8704 -1.1172 -0.5447 0.4 -1.3 0.4
C 5.8621 -0.2039 -0.3080 0.4 0.8 -0.3
C 4.6128 -0.3785 -0.9195 1.2 -3.9 -0.6
C 4.3460 -1.5565 -1.7098 1.8 0.5 1.1
C 5.4200 -2.4665 -1.8957 -1.6 -0.1 0.8
N 3.5592 0.4389 -0.7537 -2.1 2.3 -0.2
N 3.8229 1.5648 -0.2759 1.0 -1.2 -0.3
C 2.8025 2.4836 -0.3668 -2.0 2.4 1.0
C 3.1965 3.8446 -0.2250 -0.3 0.6 1.1
C 2.2610 4.8794 -0.3999 -1.6 -2.8 -0.7
C 0.8866 4.4828 -0.6362 1.9 2.1 0.1
C 0.5889 3.1633 -0.5676 1.5 -1.3 -0.1
N 1.5092 2.1758 -0.4590 0.3 0.1 -0.3
H 7.2601 -3.1762 -1.0989 0.4 0.0 -0.4
H 7.9153 -1.0426 -0.2203 -0.6 0.5 0.5
H 5.9763 0.6938 0.3256 0.2 -0.6 -0.6
H 3.3345 -1.8478 -1.9794 0.1 0.6 -0.3
H 5.2801 -3.4014 -2.4022 -0.4 -0.3 -0.3
H 4.1344 4.0622 0.3276 -0.2 -0.2 -1.2
H 2.5408 5.8999 -0.4218 0.3 0.8 0.3
H 0.1085 5.2355 -0.8353 0.4 -0.5 0.2
H -0.3830 2.7798 -0.6427 -1.4 -0.1 -0.1
O -1.2245 0.4520 -1.8510 0.9 0.0 -1.2
S -2.4722 0.9401 -1.3523 -1.1 1.4 2.5
O -2.9819 2.2525 -1.7919 0.5 -1.6 0.1
N -2.3068 0.8440 0.2960 1.2 -0.7 -3.3
C -2.6200 1.8412 1.1061 -2.8 0.1 1.1
C -3.8417 2.6081 1.0288 1.1 -0.8 -1.7
C -4.2537 3.3629 2.0732 -0.7 1.5 2.3
C -3.6165 3.3700 3.3192 -1.3 0.8 -1.2
C -2.4431 2.6703 3.4548 1.1 -1.6 -0.9
C -1.7378 2.6241 4.6669 0.8 0.1 -0.2
C -0.5091 2.0296 4.7912 -1.3 0.0 -0.2
C -0.0240 1.4529 3.6238 1.1 -1.5 -0.9
N -0.7003 1.3121 2.4979 1.0 -0.1 -0.2
C -1.9035 1.8614 2.3464 -1.1 2.5 1.8
C -3.6299 -0.3546 -1.7050 -0.6 0.4 -0.2
C -3.1596 -1.5462 -2.2285 -0.8 -0.7 0.3
C -4.0740 -2.6119 -2.3994 0.6 0.3 -0.3
C -5.3753 -2.4911 -1.9514 -0.8 1.5 0.4
C -5.8898 -1.2118 -1.5670 1.1 -0.6 0.5
C -4.9926 -0.1397 -1.4344 -0.9 0.3 -0.3
H -4.4679 2.6249 0.1140 0.8 -0.2 0.6
H -5.1337 4.0288 2.0241 0.3 -0.6 -0.4
H -4.0450 3.9957 4.0965 0.3 -0.2 0.2
H -2.1541 3.1789 5.4602 -0.5 0.4 1.1
H -0.0398 1.8830 5.7504 0.4 0.3 0.0
H 0.9821 0.9927 3.6085 -0.6 0.2 0.0
H -2.0968 -1.7089 -2.3755 -0.2 0.2 -0.3
H -3.7343 -3.4952 -2.9494 -0.1 0.0 0.7
H -6.0360 -3.3325 -1.7926 0.0 -0.2 -0.6
H -6.9462 -1.1342 -1.2606 0.7 0.1 -0.3
H -5.3774 0.8879 -1.1730 0.7 -1.3 -0.1
F -0.2119 -6.5705 -1.9728 0.1 0.8 0.2
C 0.1957 -5.4479 -1.3191 -0.1 -0.2 0.1
C -0.1311 -4.1539 -1.7597 -0.2 -0.7 -1.9
F -0.7195 -3.9595 -2.9965 0.3 -0.6 1.1
C 0.3460 -3.0506 -1.1240 1.1 0.2 0.3
F 0.3763 -1.8694 -1.7875 -0.6 -0.6 0.5
C 1.0302 -3.1647 0.0994 0.8 0.0 0.9
S 1.4174 -1.7773 1.0642 0.3 0.0 0.1
C 1.4427 -4.4581 0.5178 -1.4 -0.1 -0.7
F 2.0824 -4.6884 1.6775 -0.1 0.4 -0.5
C 0.9986 -5.5785 -0.1935 0.6 -1.0 0.6
F 1.3633 -6.8505 0.2622 -0.7 1.7 -0.7
```
Forces are in eV/Å.

Computed properties:
multiplicity = 1
HOMO-LUMO gap = 5.667 eV
charge = -1
LUMO = 1.28 eV
energy relative to the best compared isomer or geometry (same formula, charge and spin) = 25.0 kJ/mol
energy = -3098.3121 hartree